Entry from the OMol25 dataset: a single C3H6N2S molecule at a distorted geometry (ωB97M-V/def2-TZVPD).

Output
Frontier orbital gap   9.19 eV
Largest force on an atom   2.882 eV/Å
SMILES   N[C@H]1C=NSC1
DFT total energy   -17022.6776 eV

Last column: natural (NBO) charge in e.
Atoms and positions in Å:
N -0.918 -1.199 -0.529  -0.825
C 0.037 -0.378 0.118  -0.134
C 1.027 0.216 -0.840  0.061
N 1.463 1.438 -0.649  -0.513
S 0.734 2.198 0.715  0.395
C -0.495 0.838 0.926  -0.561
H -0.551 -1.496 -1.408  0.367
H -1.188 -2.007 0.063  0.370
H 0.599 -0.959 0.837  0.185
H 1.508 -0.364 -1.669  0.198
H -0.755 0.594 1.993  0.231
H -1.463 1.119 0.444  0.224

Atoms 1-2, force components in eV/Å:
-1.47 -0.85 0.66
1.09 1.13 1.14

Entry from the OMol25 dataset: a molecular structure, C4H3N3O at a distorted geometry (ωB97M-V/def2-TZVPD).

Output
Frontier orbital gap   9.00 eV
Largest force on an atom   5.218 eV/Å
DFT total energy   -10709.8320 eV

Last column: natural (NBO) charge in e.
Atoms and positions in Å:
C -1.335 1.424 0.306  0.329
C 1.055 -0.446 -1.296  0.075
C 0.855 -1.222 0.800  -0.158
C -0.069 -0.247 0.580  0.354
H -2.079 2.021 0.625  0.199
H 1.528 -0.456 -2.334  0.246
H 1.343 -1.262 2.071  0.222
N -0.841 1.217 -0.803  -0.215
N 0.007 0.227 -0.618  -0.212
N 1.576 -1.373 -0.402  -0.415
O -1.128 0.268 1.258  -0.425

Atoms 1-2, force components in eV/Å:
-1.07 -3.98 2.92
1.53 -2.84 1.42

Entry from the OMol25 dataset: a molecular structure, C8H6BiN2O4 at a distorted geometry (ωB97M-V/def2-TZVPD).

Output
Frontier orbital gap   4.64 eV
Largest force on an atom   9.007 eV/Å
Total charge   +3
DFT total energy   -25366.4104 eV

Last column: natural (NBO) charge in e.
Atoms and positions in Å:
Bi 1.909 -0.425 0.259  1.615
O 1.756 -1.798 -2.974  -0.201
C 1.563 -1.365 -1.924  0.459
C 1.870 2.035 0.641  0.488
O 1.734 3.186 0.736  -0.215
C 1.661 -1.814 2.302  0.483
O 2.042 -2.471 3.178  -0.218
C 4.236 -0.294 0.192  0.424
O 5.387 -0.283 0.126  -0.167
C -1.600 -0.462 -1.970  -0.655
C -1.640 0.071 -0.547  0.428
N -0.654 0.085 0.355  -0.624
C -1.106 0.753 1.489  -0.131
C -2.442 1.023 1.330  0.010
N -2.749 0.590 0.027  -0.466
H -2.281 -1.329 -2.056  0.291
H -1.945 0.308 -2.687  0.293
H -0.584 -0.789 -2.251  0.187
H -0.373 0.934 2.282  0.223
H -3.167 1.465 2.014  0.298
H -3.615 0.582 -0.522  0.477

Atoms 1-2, force components in eV/Å:
-5.26 0.42 0.67
-0.94 1.82 4.55

Entry from the OMol25 dataset: a gas-phase ion, C5H11N2O2 (charge +1) at a distorted geometry (ωB97M-V/def2-TZVPD).

Output
Frontier orbital gap   8.51 eV
Largest force on an atom   4.016 eV/Å
Total charge   +1
SMILES   [NH2+]=CC[NH2+]C/C([O-])=C/O
DFT total energy   -12428.8108 eV

Last column: natural (NBO) charge in e.
Atoms and positions in Å:
N -0.202 -2.332 0.201  -0.789
C -0.010 -0.940 0.603  0.008
C -1.303 -0.022 0.297  -0.297
N -1.071 1.402 0.317  -0.508
C 0.208 1.726 -0.497  -0.327
C 1.548 0.927 0.019  0.439
O 2.295 1.385 0.862  -0.569
C 1.739 -0.352 -0.626  0.067
O 2.741 -1.102 -0.079  -0.652
H -0.602 -2.547 -0.685  0.376
H 0.682 -2.733 0.187  0.388
H 0.425 -0.922 1.598  0.219
H -1.666 -0.330 -0.642  0.230
H -2.127 -0.330 0.961  0.261
H -0.766 1.798 1.260  0.467
H -1.712 1.911 -0.253  0.455
H 0.420 2.822 -0.308  0.262
H 0.001 1.387 -1.553  0.237
H 1.488 -0.644 -1.657  0.231
H 3.065 -0.487 0.593  0.502

Atoms 1-2, force components in eV/Å:
-0.96 2.72 1.32
-0.67 -0.35 -2.92

Entry from the OMol25 dataset: a molecular structure, C4H11BrFeNO at a distorted geometry (ωB97M-V/def2-TZVPD).

Output
Frontier orbital gap (spin up / spin down)   4.90 / 6.91 eV
Largest force on an atom   1.714 eV/Å
Total charge   +1
2S+1   9
DFT total energy   -112277.7263 eV
⟨S²⟩   20.0073

Last column: Löwdin spin population.
Atoms and positions in Å:
Fe -1.276 0.709 1.989  5.824
Br 0.062 -1.151 3.286  1.359
C -0.673 -1.394 -1.733  0.010
C -0.493 -0.781 -0.358  0.031
C 0.610 0.256 -0.380  0.026
O 0.567 0.945 0.878  0.306
C 1.720 1.745 1.189  0.059
N -1.832 -0.188 0.028  0.274
H -0.870 -0.610 -2.478  0.001
H -1.484 -2.116 -1.794  0.001
H 0.217 -1.822 -2.205  0.002
H -0.220 -1.601 0.306  0.007
H 0.487 0.949 -1.222  0.005
H 1.587 -0.186 -0.589  0.004
H 1.955 2.604 0.561  0.006
H 2.572 1.059 1.135  0.005
H 1.646 2.084 2.219  0.030
H -2.072 0.443 -0.744  0.020
H -2.501 -0.945 -0.088  0.031

Atoms 1-2, force components in eV/Å:
-1.06 0.46 -0.40
0.67 -0.33 0.39

Entry from the OMol25 dataset: 2 unconnected molecules or ions with the total composition C17H19NO at a distorted geometry (ωB97M-V/def2-TZVPD).

Output
Frontier orbital gap   8.47 eV
Largest force on an atom   2.115 eV/Å
SMILES   CCc1c[nH]c2ccccc12.Cc1ccc(O)cc1
DFT total energy   -21473.8942 eV

Last column: natural (NBO) charge in e.
Atoms and positions in Å:
C 2.179 2.078 -3.181  -0.606
C 1.064 1.173 -3.680  -0.426
C 0.097 0.773 -2.595  -0.068
C -0.615 1.630 -1.804  -0.060
N -1.410 0.887 -0.919  -0.524
C -1.179 -0.428 -1.171  0.139
C -1.329 -1.545 -0.327  -0.218
C -0.770 -2.742 -0.692  -0.236
C -0.226 -2.907 -2.006  -0.235
C -0.170 -1.844 -2.856  -0.192
C -0.398 -0.546 -2.328  -0.095
H 3.070 1.558 -2.807  0.206
H 1.932 2.714 -2.336  0.207
H 2.650 2.622 -4.004  0.209
H 0.510 1.778 -4.394  0.212
H 1.421 0.266 -4.165  0.214
H -0.352 2.633 -1.502  0.207
H -1.751 1.407 -0.130  0.423
H -1.850 -1.427 0.616  0.214
H -1.127 -3.626 -0.179  0.212
H -0.115 -3.922 -2.363  0.210
H 0.073 -1.929 -3.905  0.210
C 1.742 -2.129 2.772  -0.623
C 1.054 -0.782 2.785  -0.054
C 0.201 -0.436 3.812  -0.177
C -0.567 0.738 3.845  -0.333
C -0.555 1.494 2.698  0.359
O -1.474 2.514 2.443  -0.696
C 0.292 1.207 1.631  -0.304
C 1.122 0.104 1.709  -0.167
H 1.077 -2.921 3.100  0.219
H 2.646 -2.110 3.386  0.216
H 2.100 -2.290 1.757  0.221
H 0.060 -1.091 4.656  0.204
H -1.067 0.906 4.782  0.221
H -1.895 2.693 3.259  0.472
H 0.339 1.809 0.745  0.223
H 1.820 0.029 0.886  0.216

Atoms 1-2, force components in eV/Å:
1.73 -0.47 -0.02
-0.54 0.37 0.58

Copy entry 6 word for word.
Entry from the OMol25 dataset: 2 unconnected molecules or ions with the total composition C17H19NO at a distorted geometry (ωB97M-V/def2-TZVPD).

Output
Frontier orbital gap   8.47 eV
Largest force on an atom   2.115 eV/Å
SMILES   CCc1c[nH]c2ccccc12.Cc1ccc(O)cc1
DFT total energy   -21473.8942 eV

Last column: natural (NBO) charge in e.
Atoms and positions in Å:
C 2.179 2.078 -3.181  -0.606
C 1.064 1.173 -3.680  -0.426
C 0.097 0.773 -2.595  -0.068
C -0.615 1.630 -1.804  -0.060
N -1.410 0.887 -0.919  -0.524
C -1.179 -0.428 -1.171  0.139
C -1.329 -1.545 -0.327  -0.218
C -0.770 -2.742 -0.692  -0.236
C -0.226 -2.907 -2.006  -0.235
C -0.170 -1.844 -2.856  -0.192
C -0.398 -0.546 -2.328  -0.095
H 3.070 1.558 -2.807  0.206
H 1.932 2.714 -2.336  0.207
H 2.650 2.622 -4.004  0.209
H 0.510 1.778 -4.394  0.212
H 1.421 0.266 -4.165  0.214
H -0.352 2.633 -1.502  0.207
H -1.751 1.407 -0.130  0.423
H -1.850 -1.427 0.616  0.214
H -1.127 -3.626 -0.179  0.212
H -0.115 -3.922 -2.363  0.210
H 0.073 -1.929 -3.905  0.210
C 1.742 -2.129 2.772  -0.623
C 1.054 -0.782 2.785  -0.054
C 0.201 -0.436 3.812  -0.177
C -0.567 0.738 3.845  -0.333
C -0.555 1.494 2.698  0.359
O -1.474 2.514 2.443  -0.696
C 0.292 1.207 1.631  -0.304
C 1.122 0.104 1.709  -0.167
H 1.077 -2.921 3.100  0.219
H 2.646 -2.110 3.386  0.216
H 2.100 -2.290 1.757  0.221
H 0.060 -1.091 4.656  0.204
H -1.067 0.906 4.782  0.221
H -1.895 2.693 3.259  0.472
H 0.339 1.809 0.745  0.223
H 1.820 0.029 0.886  0.216

Atoms 1-2, force components in eV/Å:
1.73 -0.47 -0.02
-0.54 0.37 0.58

Which value of DFT total energy does entry 3 give? -25366.4104 eV